No. 1
The following is a DFT calculation (the ωB97M-V functional and the def2-TZVPD basis) of a structure of composition C23H19ClCrN5O3 in a non-equilibrium geometry.

Last column: Mulliken charge in e.
Geometry (Å):
Cr1 0.8683 0.7995 1.7285  0.64
N1 0.4201 -2.2782 -1.1680  -0.01
C1 0.7768 -1.1226 -0.6181  -0.65
N2 1.0668 -0.9875 0.6829  -0.25
C2 1.0623 -2.1489 1.4651  0.58
N3 1.3297 -2.0153 2.7352  -0.80
N4 1.4904 -0.6412 3.0541  0.13
C3 1.8416 -0.2769 4.2316  -0.35
C4 1.7427 1.1301 4.5745  0.68
C5 1.9458 1.5871 5.8251  -0.61
C6 1.5583 2.8284 6.1629  -0.16
C7 1.0913 3.6376 5.1106  -0.79
C8 0.9553 3.1780 3.8370  -0.14
N5 1.2628 1.9721 3.5104  -0.04
C9 0.7932 -3.4063 0.8989  0.56
C10 0.6331 -4.5386 1.7261  -0.49
C11 0.0339 -5.6830 1.2398  -0.62
C12 -0.4613 -5.7160 -0.0910  -0.51
C13 -0.2921 -4.6053 -0.9176  -0.75
C14 0.3073 -3.4632 -0.4113  0.45
H1 0.1267 -2.2872 -2.1467  0.29
H2 0.7558 -0.2693 -1.2915  0.77
H3 2.0406 -1.0219 5.0404  0.34
H4 2.2828 0.8299 6.5615  0.33
H5 1.6653 3.1765 7.2630  0.34
H6 0.9211 4.5735 5.4540  0.46
H7 0.6849 3.9030 3.0627  0.44
H8 0.9999 -4.4433 2.7533  0.41
H9 0.1254 -6.6255 1.8544  0.32
H10 -0.9584 -6.5598 -0.4506  0.47
H11 -0.6458 -4.6731 -1.9639  0.32
C15 0.1893 2.9286 -4.0192  -1.72
C16 -0.7843 1.8895 -4.3303  1.11
C17 -1.1898 1.6674 -5.6136  -0.77
C18 -2.2360 0.8248 -5.8921  0.08
Cl1 -2.7882 0.7015 -7.4850  -0.20
C19 -2.7406 0.0082 -4.8786  -0.70
C20 -2.3127 0.1938 -3.5706  -0.15
C21 -1.3939 1.1900 -3.2726  -0.12
O1 -1.0547 1.2612 -1.9296  -0.08
C22 -1.4423 2.3969 -1.1864  -0.63
C23 -0.7188 2.1348 0.1118  1.11
O2 0.5340 2.3112 0.2621  -0.75
O3 -1.3191 1.4959 1.0058  -0.72
H12 -0.3006 3.8872 -3.8529  0.29
H13 0.8301 2.9552 -4.8564  0.50
H14 0.7222 2.7420 -3.0943  0.32
H15 -0.6931 2.1582 -6.3964  0.49
H16 -3.4576 -0.7310 -5.1855  0.43
H17 -2.6613 -0.4833 -2.7481  0.43
H18 -2.5247 2.2829 -1.1220  0.33
H19 -1.0822 3.3324 -1.6595  0.36

Properties
- multiplicity = 5
- ⟨S²⟩ = 6.02
- net charge = +1
- frontier orbital gap (spin up / spin down) (eV) = 6.70 / 6.59
- HOMO energy (spin up / spin down) (eV) = -10.78 / -10.78
- DFT total energy (a.u.) = -2891.84735

***

No. 2
The following is a DFT calculation (the ωB97M-V functional and the def2-TZVPD basis) of a structure of composition C40H37HgN5O4PS2.

Last column: Mulliken charge in e.
Geometry (Å):
Hg1 -0.1915 1.0516 0.7336  2.02
O1 0.5490 -4.3398 -0.6036  -0.85
C1 0.4309 -3.3423 0.1339  0.09
O2 -0.5711 -2.9556 0.7763  -0.52
C2 1.7064 -2.4698 0.2754  -1.13
P1 1.4986 -0.8863 1.1686  1.58
C3 3.1829 -0.1782 0.9701  0.48
C4 4.2624 -0.5904 1.7486  -0.38
C5 5.5315 -0.0821 1.5195  -0.76
C6 5.7384 0.8464 0.5065  -0.53
C7 4.6667 1.2673 -0.2669  -0.54
C8 3.3933 0.7620 -0.0346  -0.49
C9 1.3908 -1.2465 2.9397  0.78
C10 1.6721 -0.1781 3.7722  -0.32
C11 -0.8191 -0.4556 5.3110  -0.56
C12 -0.5556 -1.7874 5.4279  -0.77
C13 0.0373 -2.7039 4.4946  -0.92
C14 0.8331 -2.4848 3.3952  -1.17
H1 2.0957 -2.2314 -0.7170  0.50
H2 2.4775 -3.0493 0.7946  0.63
H3 4.0956 -1.2971 2.5527  0.37
H4 6.3593 -0.4053 2.1406  0.39
H5 6.7294 1.2516 0.3344  0.36
H6 4.8063 2.0078 -1.0460  0.45
H7 2.5669 1.1281 -0.6365  0.35
H8 1.7924 0.8142 3.3404  0.44
H9 -1.0186 0.0883 6.2321  0.28
H10 -0.7705 -2.2251 6.4029  0.21
H11 -0.1728 -3.7530 4.6985  0.34
H12 0.9960 -3.3554 2.7678  0.26
O3 2.7919 0.8436 -3.0653  -0.21
C15 2.6432 1.9241 -3.8846  0.75
C16 3.5801 2.1970 -4.8759  -0.88
C17 3.4020 3.2709 -5.7346  -0.46
C18 2.2757 4.0698 -5.6126  -0.74
C19 1.3459 3.7852 -4.6217  -0.58
C20 1.5116 2.7297 -3.7341  0.19
C21 0.5094 2.5060 -2.6228  0.11
O4 0.9551 2.2697 -1.4793  -0.58
N1 -0.7458 2.6132 -3.0566  -0.67
N2 -1.6597 2.5381 -2.0204  0.16
C22 -2.8470 2.3467 -2.3816  0.11
S1 -3.3518 2.0432 -4.0708  -0.13
C23 -5.1174 1.9230 -3.6749  -0.60
C24 -5.2560 1.3778 -2.2626  -0.52
S2 -4.1700 2.3581 -1.2026  -0.08
H13 3.6113 0.3895 -3.2832  0.22
H14 4.4481 1.5523 -4.9748  0.31
H15 4.1416 3.4723 -6.5004  0.36
H16 2.1201 4.9071 -6.2807  0.36
H17 0.4508 4.3835 -4.5119  0.45
H18 -5.5832 1.2606 -4.4068  0.38
H19 -5.5856 2.9065 -3.7398  0.27
H20 -4.9662 0.3256 -2.2281  0.11
H21 -6.2751 1.4812 -1.8870  0.43
N3 -1.5071 -0.2614 2.9373  0.27
C25 -0.9152 0.3422 4.1121  0.19
C26 1.9621 -0.2963 5.1556  -0.43
C27 1.8376 0.6986 6.0888  -0.94
C28 1.1101 1.9170 5.9878  -0.78
C29 0.0911 2.3454 5.1592  -0.97
C30 -0.6867 1.7017 4.1378  1.14
C31 -1.2560 2.6730 3.1421  -0.08
C32 -2.0516 3.6940 3.6820  -0.39
C33 -2.4983 4.7598 2.9194  -0.77
C34 -2.1367 4.8393 1.5847  -0.77
C35 -1.3852 3.8148 1.0235  -0.29
C36 -0.9644 2.7102 1.7683  0.00
H22 -1.0909 -1.1785 2.7720  0.07
H23 -2.4927 -0.4341 3.1168  0.35
H24 2.3247 -1.2673 5.4868  0.38
H25 2.3167 0.5291 7.0524  0.25
H26 1.4070 2.6664 6.7219  0.28
H27 -0.1238 3.4058 5.2670  0.26
H28 -2.3070 3.6458 4.7354  0.43
H29 -3.1173 5.5280 3.3727  0.32
H30 -2.4582 5.6749 0.9724  0.39
H31 -1.1386 3.8515 -0.0290  0.46
C37 -3.0330 -1.4039 0.0421  -1.40
C38 -1.9979 -1.2449 -1.0070  -0.34
N4 -1.0268 -0.3635 -1.0133  0.33
C39 -0.2279 -0.6564 -2.0965  -0.15
C40 -0.7321 -1.7324 -2.7476  -1.21
N5 -1.8694 -2.0842 -2.0598  0.26
H32 -2.7529 -2.2464 0.6758  0.31
H33 -4.0206 -1.5761 -0.3934  0.51
H34 -3.0665 -0.4982 0.6424  0.00
H35 0.6552 -0.0815 -2.3115  0.41
H36 -0.3815 -2.2874 -3.5978  0.39
H37 -2.3802 -2.9401 -2.1699  0.22

Properties
- multiplicity = 2
- ⟨S²⟩ = 0.77
- net charge = -2
- frontier orbital gap (spin up / spin down) (eV) = 4.07 / 5.44
- HOMO energy (spin up / spin down) (eV) = -0.23 / -1.60
- DFT total energy (a.u.) = -3412.32258

***

No. 3
The following is a DFT calculation (the ωB97M-V functional and the def2-TZVPD basis) of the ion C5H10N3O3S with charge -1 in a non-equilibrium geometry.

Last column: Mulliken charge in e.
Geometry (Å):
C1 0.6403 1.6986 0.6268  0.68
C2 -0.8786 -0.7658 -0.3781  -0.16
C3 1.2159 -1.2046 0.1454  -0.21
C4 -2.2840 -0.2246 -0.2603  -1.70
C5 -0.0363 0.5323 1.4787  -0.94
N1 1.3555 -0.4919 -1.1461  -0.52
N2 -0.0340 -0.7997 0.7877  0.05
N3 -0.0642 -0.0937 -1.5904  0.78
O1 -0.0613 2.2945 -0.2433  -0.71
O2 -0.4267 -0.6142 -2.6689  -0.89
O3 1.8431 1.9135 0.9587  -0.65
S1 2.7986 -0.8995 1.0031  -0.41
H1 -0.9757 -1.7848 -0.7046  0.48
H2 1.1510 -2.3232 -0.0833  0.32
H3 -2.3517 0.8975 -0.0518  0.29
H4 -2.9211 -0.7930 0.3801  0.40
H5 -2.7021 -0.2202 -1.2585  0.45
H6 -1.0863 0.8177 1.7500  0.43
H7 0.4410 0.4522 2.4299  0.33
H8 2.0774 0.1932 -1.1679  0.34
H9 -0.2696 0.8906 -1.2220  0.36
H10 2.5687 0.5251 1.2149  0.28

Properties
- multiplicity = 3
- ⟨S²⟩ = 2.01
- net charge = -1
- frontier orbital gap (spin up / spin down) (eV) = 3.53 / 5.57
- HOMO energy (spin up / spin down) (eV) = -0.21 / -4.60
- DFT total energy (a.u.) = -984.44568

***

No. 4
The following is a DFT calculation (the ωB97M-V functional and the def2-TZVPD basis) of a cluster of 3 separate species, C29H47F9N3O9S in total in a non-equilibrium geometry.

Last column: Mulliken charge in e.
Geometry (Å):
O1 5.6983 4.3218 2.1199  -0.59
C1 6.8058 3.9675 1.9022  0.48
O2 7.8261 4.5924 2.4946  -0.48
C2 7.1267 2.8585 0.9176  -0.52
C3 6.4568 1.5795 1.3945  -0.53
C4 7.2085 0.9888 2.6277  0.44
O3 7.4693 1.8454 3.4863  -0.71
O4 7.4133 -0.2357 2.6224  -0.73
N1 6.2390 0.5139 0.3591  0.57
C5 4.8387 0.3963 -0.0736  -1.22
C6 4.2592 -0.7461 0.7321  -0.31
O5 2.8831 -0.9005 0.4169  -0.21
C7 2.2075 -1.7618 1.2866  -1.02
C8 1.0251 -1.0736 1.9329  0.88
F1 1.3797 -0.2373 2.9383  -0.32
F2 0.2725 -2.0709 2.5024  -0.24
C9 0.0956 -0.3272 0.9346  0.78
F3 0.1065 -0.9836 -0.2469  -0.36
F4 -1.1816 -0.3875 1.4021  -0.39
C10 0.4301 1.1852 0.6906  0.62
F5 1.7068 1.4849 0.9817  -0.22
F6 0.2394 1.4401 -0.6291  -0.26
C11 -0.4605 2.1800 1.4587  -0.04
F7 -1.6833 2.2493 0.8814  -0.25
F8 -0.5923 1.8100 2.7535  -0.27
S1 7.2712 0.4341 -0.8804  1.23
O6 8.5967 0.6618 -0.4447  -0.60
O7 6.9740 -0.7164 -1.6624  -0.66
F9 6.8687 1.6483 -1.8062  -0.27
H1 8.6453 4.4058 2.0282  0.36
H2 6.7312 3.2159 -0.0292  0.22
H3 8.2043 2.7557 0.8587  0.53
H4 5.4766 1.8629 1.7638  0.36
H5 4.7472 0.1730 -1.1315  0.67
H6 4.2858 1.3154 0.1027  0.20
H7 4.4207 -0.5258 1.7878  0.42
H8 4.8271 -1.6434 0.4872  0.25
H9 1.8105 -2.6099 0.7295  0.30
H10 2.8323 -2.1682 2.0790  0.54
H11 0.0028 3.1647 1.4343  0.37
C12 -5.3285 -6.5111 2.6656  -1.78
C13 -3.7962 -6.6963 2.8228  1.98
C14 -3.3540 -6.3091 4.2364  -1.35
C15 -3.3645 -4.8038 4.4934  -0.66
C16 -2.5593 -4.0678 3.4241  -1.03
C17 -3.0067 -4.4081 2.0034  1.65
N2 -3.0595 -5.8901 1.8036  0.45
O8 -1.8765 -6.3665 1.6137  -0.61
C18 -4.3762 -3.7611 1.7281  -1.91
C19 -2.0449 -3.7864 1.0031  -1.84
C20 -3.5125 -8.1777 2.6095  -1.98
H12 -5.8384 -7.4733 2.6873  0.48
H13 -5.7628 -5.9005 3.4576  0.33
H14 -5.5830 -6.0568 1.7103  0.32
H15 -2.3399 -6.6831 4.4072  0.41
H16 -3.9971 -6.8187 4.9578  0.36
H17 -4.3913 -4.4281 4.5277  0.30
H18 -2.9360 -4.6005 5.4764  0.41
H19 -2.6348 -2.9890 3.5712  0.37
H20 -1.5016 -4.3222 3.5389  0.40
H21 -4.7638 -4.0742 0.7575  0.37
H22 -4.2653 -2.6774 1.7082  0.40
H23 -5.1260 -3.9848 2.4840  0.38
H24 -1.0155 -4.0882 1.1801  0.46
H25 -2.0858 -2.7040 1.0913  0.26
H26 -2.3084 -4.0549 -0.0215  0.51
H27 -3.7741 -8.4845 1.5956  0.46
H28 -4.1145 -8.7567 3.3094  0.48
H29 -2.4681 -8.4270 2.7830  0.38
C21 -2.6500 2.5100 -5.1898  -1.90
C22 -1.7263 2.9470 -4.0220  2.21
C23 -2.5447 3.1687 -2.7477  -1.12
C24 -3.3889 4.4407 -2.7722  -0.62
C25 -2.5259 5.6537 -3.1149  -1.28
C26 -1.7299 5.4726 -4.4073  1.64
N3 -0.9717 4.1849 -4.3847  0.45
O9 0.0919 4.3025 -3.6657  -0.60
C27 -2.6863 5.5381 -5.6118  -1.79
C28 -0.7566 6.6305 -4.5823  -1.88
C29 -0.7562 1.7994 -3.7790  -2.08
H30 -2.5489 1.4432 -5.3820  0.51
H31 -3.7050 2.7005 -4.9882  0.32
H32 -2.3880 3.0095 -6.1204  0.30
H33 -1.8643 3.2192 -1.8924  0.20
H34 -3.1812 2.2972 -2.5822  0.42
H35 -4.2123 4.3428 -3.4859  0.31
H36 -3.8525 4.5866 -1.7948  0.40
H37 -3.1500 6.5457 -3.2041  0.41
H38 -1.8330 5.8393 -2.2885  0.38
H39 -2.1582 5.3065 -6.5376  0.36
H40 -3.0882 6.5473 -5.7015  0.44
H41 -3.5393 4.8686 -5.5286  0.34
H42 -0.0974 6.7449 -3.7248  0.38
H43 -1.3182 7.5577 -4.6956  0.42
H44 -0.1395 6.4930 -5.4710  0.45
H45 -0.1182 1.6273 -4.6475  0.47
H46 -1.3233 0.8890 -3.5873  0.52
H47 -0.1176 1.9725 -2.9191  0.37

Properties
- multiplicity = 3
- ⟨S²⟩ = 2.01
- net charge = -1
- frontier orbital gap (spin up / spin down) (eV) = 7.10 / 6.84
- HOMO energy (spin up / spin down) (eV) = -5.16 / -5.16
- DFT total energy (a.u.) = -3271.59747

***

No. 5
The following is a DFT calculation (the ωB97M-V functional and the def2-TZVPD basis) of an isolated molecule of C19H17N3O3S in a non-equilibrium geometry.

Last column: Mulliken charge in e.
Geometry (Å):
N1 2.0298 -2.2703 0.4197  -0.64
C1 1.3579 -1.3534 0.5797  -0.47
C2 0.5055 -0.2488 0.7092  0.92
C3 0.8422 0.9410 1.3125  -0.07
N2 1.9990 1.2823 1.9822  0.01
C4 2.7949 0.5120 2.7952  0.19
O1 3.8463 0.9465 3.2043  -0.62
C5 2.2781 -0.8247 3.1802  -0.47
C6 1.0660 -1.0196 3.6943  0.34
C7 0.5694 -2.3506 4.1014  0.19
O2 -0.5964 -2.5977 4.2821  -0.57
O3 1.5336 -3.2646 4.2274  -0.45
S1 -0.4367 2.1106 1.1683  -0.32
C8 -1.4120 0.9843 0.2748  0.73
C9 -0.8037 -0.2188 0.1333  0.20
C10 -1.4299 -1.3491 -0.6141  -0.71
C11 -2.7769 -0.9168 -1.2374  -1.17
N3 -2.9034 0.4887 -1.5603  0.19
C12 -2.2179 0.9521 -2.7607  -1.68
C13 -0.7093 1.0102 -2.6908  1.19
C14 -0.0675 2.1228 -2.1597  -0.32
C15 1.3066 2.1376 -2.0005  -0.68
C16 2.0628 1.0435 -2.3849  -0.43
C17 1.4400 -0.0494 -2.9621  -0.70
C18 0.0651 -0.0609 -3.1197  -0.45
C19 -2.7153 1.3105 -0.3825  -1.21
H1 2.3188 2.2391 1.8785  0.26
H2 2.9908 -1.6355 3.1250  0.47
H3 0.3373 -0.2266 3.7908  0.40
H4 1.1531 -4.1263 4.4595  0.35
H5 -1.5974 -2.1887 0.0658  0.66
H6 -0.7277 -1.6915 -1.3778  0.34
H7 -2.9651 -1.4937 -2.1444  0.39
H8 -3.5802 -1.1381 -0.5271  0.33
H9 -2.5239 0.2854 -3.5711  0.47
H10 -2.6115 1.9509 -2.9764  0.44
H11 -0.6476 2.9862 -1.8642  0.40
H12 1.7880 3.0072 -1.5762  0.44
H13 3.1337 1.0473 -2.2481  0.41
H14 2.0262 -0.8965 -3.2858  0.42
H15 -0.4140 -0.9115 -3.5852  0.44
H16 -2.7602 2.3656 -0.6596  0.39
H17 -3.5485 1.1091 0.3041  0.38

Properties
- frontier orbital gap (eV) = 8.31
- HOMO energy (eV) = -8.53
- DFT total energy (a.u.) = -1522.40673
- SMILES = N#Cc1c(NC(=O)/C=C/C(=O)O)sc2c1CCN(Cc1ccccc1)C2

***

No. 6
The following is a DFT calculation (the ωB97M-V functional and the def2-TZVPD basis) of a cluster of 2 separate species, C3H8O2S2 in total in a non-equilibrium geometry.

Last column: Mulliken charge in e.
Geometry (Å):
C1 0.8441 -1.5928 0.8929  -0.84
S1 -0.7536 -0.8424 0.4324  -0.15
S2 -0.4577 -0.4900 -1.5789  -0.01
C2 -2.1636 -0.3792 -2.1662  -0.81
H1 0.9981 -2.4575 0.1665  0.29
H2 1.6242 -0.8621 0.7742  0.33
H3 0.7779 -1.9476 1.8917  0.36
H4 -2.5038 0.6450 -1.9834  0.28
H5 -2.3127 -0.5780 -3.1920  0.35
H6 -2.8140 -1.1042 -1.5531  0.23
O1 2.8768 2.1657 1.2101  -0.47
C3 1.6581 2.2116 1.1644  0.26
O2 0.9142 1.4412 1.9943  -0.39
H7 1.0743 2.8681 0.4758  0.32
H8 0.2375 0.9223 1.4714  0.25

Properties
- frontier orbital gap (eV) = 8.95
- HOMO energy (eV) = -8.58
- DFT total energy (a.u.) = -1065.93783
- SMILES = CSSC.O=CO